# 1
18
Properties=species:S:1:pos:R:3 method="wB97M-V/def2-TZVPD" homo_lumo_gap_ev=9.17 homo_energy_ev=-13.429 lumo_energy_ev=-4.3 charge=+1
C -1.627 1.588 -0.602
C 0.551 1.927 -1.559
N -0.172 1.393 -0.668
H -1.848 2.251 0.232
H -2.077 0.622 -0.398
H -2.009 2.011 -1.525
H 0.154 2.705 -2.203
H 1.573 1.597 -1.710
H 0.228 0.500 -0.147
C 0.445 -2.081 0.451
C -0.783 -2.499 0.702
C 1.758 -0.456 1.449
N 0.856 -0.727 0.608
H 1.228 -2.798 0.216
H -1.621 -1.821 0.806
H -0.976 -3.561 0.731
H 1.994 0.583 1.662
H 2.325 -1.235 1.956

***

# 2
84
Properties=species:S:1:pos:R:3 method="wB97M-V/def2-TZVPD" homo_lumo_gap_ev="7.80 / 4.80" homo_energy_ev="-7.561 / -7.547" lumo_energy_ev="0.2 / -2.7" s_squared=8.78 charge=0 spin_multiplicity=6
Pd 1.169 0.725 -0.689
C 1.064 5.184 -0.485
C 2.075 4.370 0.300
O 2.546 3.327 -0.556
P 3.604 2.167 -0.096
S 2.849 1.275 -2.490
S 2.525 1.156 1.341
O 4.590 3.029 0.858
C 5.921 3.394 0.487
C 5.933 4.821 -0.036
H 0.602 5.926 0.164
H 0.297 4.525 -0.885
H 1.553 5.675 -1.325
H 1.604 3.924 1.181
H 2.917 4.991 0.619
H 6.308 2.692 -0.254
H 6.520 3.298 1.394
H 5.190 4.923 -0.828
H 6.910 5.087 -0.436
H 5.687 5.507 0.773
O 5.878 -0.156 0.537
S 5.610 -1.045 -0.565
O 6.600 -1.101 -1.596
N 4.113 -0.698 -1.137
C 3.208 -1.565 -0.747
O 1.960 -1.448 -0.846
C 3.814 -2.798 -0.155
C 3.151 -3.974 0.144
C 3.903 -5.046 0.606
C 5.278 -4.930 0.772
C 5.937 -3.739 0.484
C 5.182 -2.685 0.019
H 2.084 -4.041 -0.015
H 3.413 -5.982 0.835
H 5.843 -5.779 1.132
H 7.007 -3.649 0.608
C -1.966 -3.280 -1.205
N -1.307 -2.651 -0.074
C -1.160 -3.316 1.090
C -0.563 -2.746 2.160
C -0.092 -1.407 2.008
N -0.198 -0.779 0.850
C -0.777 -1.364 -0.228
O -0.865 -0.788 -1.307
N 0.416 -0.730 3.047
H -1.400 -4.145 -1.553
H -2.013 -2.541 -1.999
H -2.975 -3.580 -0.921
H -1.552 -4.324 1.112
H -0.445 -3.274 3.092
H 0.640 -1.201 3.905
H 0.856 0.157 2.846
C -6.247 -2.903 -0.283
C -5.256 -2.117 0.535
C -5.066 -2.451 1.871
C -4.157 -1.747 2.645
C -3.486 -0.669 2.107
C -3.693 -0.289 0.776
N -2.990 0.817 0.317
C -3.362 1.770 -0.609
C -4.700 2.078 -0.871
C -5.034 3.034 -1.812
C -4.045 3.717 -2.506
C -2.714 3.448 -2.238
C -2.365 2.502 -1.286
C -0.930 2.182 -1.027
O -0.157 2.002 -2.000
O -0.538 2.067 0.166
C -4.528 -1.071 -0.045
C -4.588 -0.860 -1.533
H -6.895 -3.486 0.369
H -5.742 -3.599 -0.957
H -6.866 -2.244 -0.891
H -5.631 -3.270 2.299
H -3.995 -2.027 3.677
H -2.806 -0.087 2.716
H -2.066 0.968 0.706
H -5.470 1.583 -0.296
H -6.075 3.257 -2.007
H -4.309 4.463 -3.242
H -1.927 3.972 -2.763
H -3.669 -0.395 -1.885
H -5.424 -0.222 -1.823
H -4.710 -1.815 -2.043

***

Record-wise largest force on an atom values, in eV/Å: 1.254; 1.559
Record-wise ΔE to the lowest compared entry with this formula, charge and spin values, in kJ/mol: 194.3; 154.2